DFT (ωB97M-V/def2-TZVPD) results for C34H36I2N9O6PtS2 as an isolated structure.

HOMO	-15.6959	eV
orbital gap	5.0	eV
F_max	0.86	eV Å⁻¹
lowest unoccupied orbital energy	-10.66	eV
ΔE to the lowest compared entry with this formula, charge and spin	47.7	kcal/mol
net charge	+3

```
90
Properties=species:S:1:pos:R:3:forces:R:3
Pt 0.527374 0.232456 0.633138 -0.012 0.496 0.701
I -4.198248 -4.268622 -1.794963 0.121 -0.094 0.304
C -3.539232 -2.564572 -2.660158 0.175 0.017 0.173
C -4.112590 -2.126863 -3.814372 -0.095 -0.033 -0.100
C -3.699226 -0.937558 -4.433451 0.004 0.014 -0.009
I -4.647027 -0.466069 -6.157337 -0.087 0.012 -0.132
C -2.668098 -0.092700 -3.875513 0.086 -0.087 0.238
C -2.296795 1.114976 -4.464919 -0.083 -0.018 -0.109
C -1.330804 1.882254 -3.860628 0.101 0.154 0.002
C -0.758641 1.418432 -2.690098 0.023 -0.170 0.231
N -1.073257 0.255822 -2.105232 -0.233 -0.365 -0.324
C -2.014557 -0.483868 -2.682736 0.039 0.357 -0.255
C -2.395793 -1.786888 -2.016795 -0.092 0.078 -0.185
O -1.828797 -2.190725 -1.041607 0.018 -0.073 0.115
H -4.906726 -2.699601 -4.273754 -0.001 -0.013 0.015
H -2.766904 1.448452 -5.379794 0.001 0.006 0.008
H -1.027272 2.830732 -4.280356 0.010 0.001 0.001
H -0.017595 2.018544 -2.178702 0.023 -0.002 0.001
C -2.298536 -8.758578 2.032449 0.014 0.018 0.001
C -1.902511 -7.287980 1.916170 0.035 -0.062 0.022
S -3.315420 -6.274529 2.267326 -0.266 0.107 -0.177
O -3.673558 -6.428770 3.645927 -0.044 -0.029 0.034
O -4.279488 -6.457679 1.207928 0.138 -0.010 0.063
C -2.770040 -4.583921 2.056493 0.006 0.035 -0.151
C -1.956673 -4.001316 3.189939 0.175 0.099 -0.003
N -1.637028 -2.596260 2.838986 0.194 0.098 0.036
C -0.608408 -2.221938 2.054038 -0.194 0.054 -0.125
N -0.658214 -0.900950 1.827511 -0.333 -0.303 0.015
C -1.731639 -0.409064 2.522072 -0.010 0.052 -0.176
C -2.342800 -1.448905 3.130073 -0.176 -0.047 -0.143
N -3.587098 -1.387530 3.862510 0.309 0.001 0.628
O -4.107375 -2.436797 4.177532 -0.106 0.018 -0.224
O -3.973317 -0.276033 4.141044 -0.101 0.011 -0.228
C 0.391860 -3.169425 1.503004 -0.004 0.023 0.022
H -1.422519 -9.381639 1.864508 0.007 0.002 -0.005
H -3.054299 -9.015908 1.293191 -0.007 0.007 0.007
H -2.688717 -8.974946 3.025184 0.003 0.000 0.003
H -1.570650 -7.030322 0.908835 0.011 -0.013 0.002
H -1.133945 -7.022029 2.644273 0.017 0.000 0.002
H -3.709260 -4.038798 1.946690 -0.018 0.000 0.008
H -2.222279 -4.527221 1.116066 -0.092 -0.015 -0.136
H -1.011066 -4.523291 3.329061 0.014 0.043 0.024
H -2.508418 -4.016186 4.121851 0.030 -0.019 0.019
H -2.009154 0.627022 2.522371 -0.012 0.050 0.033
H 1.011570 -3.592288 2.294868 0.005 0.010 0.015
H 1.025847 -2.633831 0.804549 0.014 0.012 -0.040
H -0.092531 -3.985088 0.967515 -0.001 -0.010 0.004
N -1.160088 1.848274 0.314841 0.189 -0.341 -0.024
C -1.753371 2.808253 0.547905 -0.078 0.052 0.056
C -2.495292 3.993008 0.851198 0.071 -0.085 -0.021
C -3.781939 3.875121 1.383097 -0.044 -0.001 0.019
C -4.481861 5.025141 1.695891 0.007 -0.014 -0.004
C -3.901532 6.270339 1.480378 -0.001 0.001 0.000
C -2.620138 6.377821 0.953883 -0.009 -0.004 0.005
C -1.902200 5.239314 0.634754 0.003 0.009 -0.009
H -4.218466 2.899743 1.554907 0.000 0.005 -0.007
H -5.476706 4.953461 2.112559 -0.001 0.002 0.001
H -4.453351 7.166282 1.731199 -0.003 0.000 0.000
H -2.177476 7.351767 0.798783 0.001 0.000 -0.003
H -0.897583 5.306720 0.238706 -0.019 0.014 0.011
S 2.040775 -0.031010 2.305345 0.225 -0.141 -0.176
C 3.645898 -0.331574 1.694222 0.124 0.003 0.086
N 3.900394 -1.203086 0.728878 -0.070 0.064 -0.036
C 5.255321 -1.575694 0.295065 0.007 -0.011 -0.035
C 6.218146 -0.446181 0.614915 0.006 0.006 0.007
C 6.053281 -0.018877 2.062809 0.007 0.036 -0.028
N 4.638302 0.296795 2.299287 -0.007 -0.112 0.076
H 3.107864 -1.718198 0.381898 0.023 -0.021 0.003
H 5.224897 -1.776823 -0.775126 0.004 0.001 0.018
H 5.551541 -2.495098 0.802842 -0.008 -0.002 0.003
H 6.029059 0.405752 -0.041832 0.000 -0.002 0.005
H 7.239979 -0.777888 0.441000 -0.003 -0.003 -0.004
H 6.631477 0.876822 2.277108 0.002 -0.007 0.015
H 6.372103 -0.802215 2.752651 -0.002 -0.010 -0.009
H 4.391457 0.935311 3.041091 -0.009 0.042 -0.036
N 3.285433 5.918227 -1.086751 -0.032 -0.014 -0.027
C 2.328541 5.053678 -0.716677 0.050 -0.009 -0.014
O 1.289261 5.373033 -0.171001 0.010 0.032 -0.006
C 2.555418 3.587881 -1.017208 0.015 -0.005 0.041
C 3.373974 3.071752 -2.008736 -0.006 0.017 -0.045
C 3.384399 1.699050 -2.225500 -0.002 -0.017 0.024
C 2.585333 0.889439 -1.446310 -0.083 0.009 -0.005
N 1.796210 1.386529 -0.475865 -0.013 0.136 -0.142
C 1.792407 2.707405 -0.265214 0.020 -0.011 0.014
H 3.138463 6.898576 -0.900973 0.004 0.001 0.007
H 4.170463 5.637338 -1.468739 0.005 -0.002 0.032
H 3.975463 3.716258 -2.637872 -0.007 0.003 0.007
H 3.992498 1.261792 -3.004997 -0.004 -0.005 0.009
H 2.539405 -0.178182 -1.600321 -0.004 -0.034 -0.009
H 1.142147 3.088061 0.509115 0.032 0.000 -0.001
```
Positions in Å, forces in eV/Å.